1.
{
  "formula": "C17H23N3O6",
  "method": "ωB97M-V with the def2-TZVPD basis set",
  "orbital_gap_ev": 10.31,
  "lumo_ev": 0.52,
  "charge": 0,
  "smiles": "CC(=O)OCCCN(COO)C(=O)O.c1ccncc1.c1ccncc1",
  "elements": ["C", "C", "O", "O", "C", "C", "C", "N", "C", "O", "O", "C", "O", "O", "H", "H", "H", "H", "H", "H", "H", "H", "H", "H", "H", "H", "H", "C", "C", "C", "N", "C", "C", "H", "H", "H", "H", "H", "C", "C", "C", "N", "C", "C", "H", "H", "H", "H", "H"],
  "coordinates": [[-0.36086, -4.01064, -0.68287], [-1.77429, -3.78366, -1.15227], [-2.36871, -4.67190, -1.57053], [-2.33854, -2.55991, -1.03756], [-2.37671, -1.83078, -2.27557], [-1.02351, -1.39271, -2.81900], [-0.62441, 0.06390, -2.51636], [0.35971, 0.26110, -1.44678], [-0.11293, -0.12771, -0.14422], [-1.11784, 0.80459, 0.20790], [-2.00830, 0.09301, 1.02202], [1.58745, -0.22671, -1.76149], [1.88775, -0.73109, -2.78370], [2.47785, -0.03644, -0.79644], [0.14335, -3.06053, -0.55129], [-0.33437, -4.54115, 0.25771], [0.19814, -4.53998, -1.43452], [-2.82393, -2.49918, -3.00768], [-3.07114, -1.01240, -2.16873], [-1.08681, -1.46915, -3.89703], [-0.22242, -2.05893, -2.54390], [-1.49300, 0.63950, -2.22921], [-0.23266, 0.54105, -3.40147], [0.66693, -0.03691, 0.59816], [-0.48759, -1.14496, -0.08195], [-2.82270, 0.60584, 0.97164], [3.24867, -0.57481, -1.02427], [5.28087, -0.94955, 3.65411], [6.12164, -0.41610, 2.69208], [5.92842, -0.78877, 1.37119], [4.98018, -1.63567, 0.97223], [4.18226, -2.13958, 1.91303], [4.28792, -1.83051, 3.25964], [5.39776, -0.68275, 4.69681], [6.91005, 0.27437, 2.95791], [6.56156, -0.39336, 0.58452], [3.42133, -2.82736, 1.55965], [3.61011, -2.26912, 3.97892], [-4.07062, 3.66485, 1.35187], [-2.88530, 3.63834, 0.63486], [-2.48343, 4.79916, -0.00884], [-3.17305, 5.93796, 0.01935], [-4.31034, 5.94264, 0.71232], [-4.80153, 4.84042, 1.39458], [-4.42157, 2.78138, 1.87222], [-2.28250, 2.74206, 0.57302], [-1.56126, 4.82593, -0.57905], [-4.85051, 6.88321, 0.71541], [-5.73118, 4.90301, 1.94356]],
  "atomic_forces_ev_per_a": [[0.322, 1.469, 0.208], [2.426, 1.919, 1.552], [-3.018, -4.001, -2.141], [0.487, 1.475, 0.417], [-0.025, -0.943, -0.491], [-0.224, 0.867, 0.010], [-0.058, -0.030, 0.197], [-1.040, -0.493, 0.030], [0.292, 0.682, 0.775], [0.085, 0.542, -0.791], [-0.660, -0.839, 1.041], [0.349, 0.919, 1.229], [0.487, -1.203, -2.759], [0.590, -0.021, 1.173], [0.191, 0.134, 0.254], [-0.119, -0.254, 0.171], [-0.019, -0.490, -0.257], [-0.173, -0.168, -0.121], [-0.066, 0.343, 0.379], [-0.021, -0.057, -0.317], [0.203, -0.318, 0.146], [-0.303, 0.111, 0.109], [0.250, 0.016, -0.214], [0.483, -0.010, -0.066], [-0.571, -0.050, -0.282], [0.004, 0.174, -0.226], [0.205, 0.095, 0.064], [0.012, 0.026, 0.088], [-0.014, -0.024, 0.009], [0.011, -0.023, -0.158], [-0.080, 0.106, 0.058], [-0.038, -0.052, -0.139], [0.021, 0.001, -0.005], [-0.002, 0.000, -0.008], [0.003, 0.004, -0.027], [0.031, 0.032, 0.046], [-0.024, -0.001, 0.061], [-0.010, -0.013, -0.020], [-0.001, -0.056, 0.010], [-0.077, -0.051, 0.038], [0.051, 0.114, -0.086], [-0.036, -0.102, 0.060], [0.036, 0.117, -0.061], [-0.001, -0.021, 0.002], [-0.008, 0.022, 0.018], [0.081, 0.131, -0.024], [0.009, -0.070, 0.017], [-0.041, -0.028, 0.040], [-0.001, 0.023, -0.009]],
  "lowdin_charge": [0.0301, -0.5849, 0.1860, -0.0244, -0.1503, -0.1170, -0.1166, 0.0050, -0.1605, -0.1367, -0.0110, -0.6418, 0.1418, 0.1248, 0.0548, 0.0923, 0.0929, 0.1206, 0.1251, 0.1213, 0.1012, 0.1170, 0.1251, 0.1362, 0.1138, 0.0905, 0.1202, -0.0785, -0.0710, -0.1522, 0.0482, -0.1572, -0.0717, 0.1062, 0.1021, 0.1043, 0.1014, 0.1018, -0.0821, -0.0633, -0.1473, 0.0536, -0.1576, -0.0762, 0.1019, 0.0740, 0.1059, 0.1022, 0.1002]
}



2.
{
  "formula": "C17H23N4O7PtS",
  "method": "ωB97M-V with the def2-TZVPD basis set",
  "orbital_gap_ev": 7.96,
  "lumo_ev": 2.61,
  "charge": -1,
  "elements": ["Pt", "N", "C", "C", "O", "N", "C", "C", "O", "O", "H", "H", "H", "H", "H", "H", "O", "C", "O", "C", "C", "C", "C", "O", "C", "O", "C", "C", "H", "H", "H", "H", "H", "C", "C", "N", "C", "S", "N", "C", "C", "H", "H", "H", "H", "H", "H", "H", "H", "H", "H", "H", "H"],
  "coordinates": [[1.70270, -0.45350, 0.24997], [1.65557, 1.64624, -0.34866], [3.00624, 2.22068, -0.42226], [3.99916, 1.39460, 0.38487], [5.10120, 1.83649, 0.71201], [3.52871, 0.18384, 0.63074], [4.34953, -0.77053, 1.34882], [3.67578, -2.14639, 1.38529], [4.27888, -3.13613, 1.74927], [2.40258, -2.17754, 1.05537], [1.10091, 1.73132, -1.18939], [1.09365, 2.01565, 0.40716], [3.05654, 3.25275, -0.07425], [3.34069, 2.20185, -1.46019], [4.49745, -0.45692, 2.38829], [5.34359, -0.85765, 0.90882], [-2.70208, 2.12712, -1.13416], [-1.71179, 1.41541, -1.35442], [-0.79763, 1.10095, -0.53178], [-1.57386, 0.81800, -2.75960], [-0.38206, 0.23237, -3.16830], [-0.23960, -0.34918, -4.43084], [-1.34012, -0.31406, -5.24958], [-1.47243, -0.81501, -6.52777], [-2.80260, -0.51195, -6.92882], [-3.45229, 0.17792, -5.87292], [-2.52384, 0.27739, -4.85318], [-2.67608, 0.85357, -3.61934], [0.44962, 0.21315, -2.47713], [0.68269, -0.82188, -4.74021], [-3.33677, -1.44391, -7.13944], [-2.77485, 0.12629, -7.81779], [-3.59191, 1.32487, -3.29045], [0.16458, -1.50840, 5.11228], [-0.75436, -1.93655, 3.97811], [-0.13528, -1.76730, 2.67423], [-0.70128, -1.20998, 1.58519], [-0.31536, -1.84924, 0.03629], [-1.58575, -0.22186, 1.70937], [-1.48938, 0.85781, 2.68713], [-2.85647, 1.26314, 3.20685], [-0.31305, -1.67880, 6.07860], [0.42309, -0.45194, 5.03291], [1.09371, -2.07901, 5.08629], [-1.69033, -1.38072, 3.99467], [-1.01200, -2.99361, 4.09935], [0.59870, -2.42045, 2.41819], [-1.86073, 0.12546, 0.79200], [-1.01115, 1.69786, 2.17536], [-0.83415, 0.55050, 3.49895], [-3.48454, 1.60822, 2.38489], [-2.76459, 2.07581, 3.92915], [-3.35926, 0.42325, 3.69009]],
  "atomic_forces_ev_per_a": [[1.273, 0.010, 0.223], [-0.231, -0.967, 0.102], [0.126, -0.031, 0.030], [-0.119, 0.261, -0.143], [0.011, 0.033, -0.060], [0.137, -0.611, 0.310], [-0.071, -0.139, -0.013], [-0.133, 0.102, 0.031], [0.089, 0.094, 0.082], [-0.077, 0.070, -0.067], [-0.146, 0.179, 0.080], [-0.113, 0.221, -0.162], [-0.157, 0.016, -0.025], [-0.021, 0.018, -0.011], [0.021, -0.019, 0.014], [-0.015, -0.032, -0.034], [-0.138, -0.060, 0.055], [0.100, -0.035, 0.047], [-0.689, 0.610, -0.452], [0.158, 0.055, 0.172], [-0.074, 0.031, 0.029], [-0.007, -0.026, -0.054], [-0.025, 0.035, -0.009], [0.062, 0.006, 0.049], [-0.031, -0.026, -0.072], [-0.013, 0.020, 0.067], [0.020, -0.006, -0.006], [-0.058, 0.026, -0.076], [-0.041, -0.148, 0.061], [0.002, 0.021, -0.018], [0.004, 0.016, 0.001], [-0.005, -0.013, 0.011], [0.007, -0.004, -0.010], [-0.001, 0.018, 0.012], [0.047, 0.066, 0.056], [0.013, -0.128, -0.148], [-0.081, -0.210, 0.270], [0.153, 0.427, -0.309], [-0.141, -0.011, -0.020], [0.051, -0.082, 0.069], [-0.024, 0.036, -0.023], [-0.002, -0.006, -0.001], [-0.001, 0.001, -0.002], [0.002, 0.002, -0.006], [0.010, -0.008, -0.001], [-0.023, 0.012, -0.001], [-0.007, 0.024, 0.031], [0.158, 0.109, -0.070], [-0.043, 0.024, 0.005], [0.017, 0.026, -0.011], [0.007, -0.006, -0.010], [0.001, 0.006, -0.006], [0.015, -0.008, 0.012]],
  "lowdin_charge": [0.9685, -0.0895, -0.1397, -0.5852, -0.0004, -0.1576, -0.1310, -0.6229, 0.0345, -0.2805, 0.0621, 0.0823, 0.1186, 0.1245, 0.1290, 0.1256, -0.0223, -0.6383, -0.1874, -0.1209, -0.0394, 0.0119, -0.2193, 0.0151, -0.1615, 0.0165, -0.2010, 0.0642, 0.0729, 0.1155, 0.1301, 0.1296, 0.1252, -0.0837, -0.2376, -0.0004, -0.7991, 0.6349, 0.0152, -0.2304, -0.0795, 0.0705, 0.0656, 0.0765, 0.1008, 0.1190, 0.1033, 0.0928, 0.1171, 0.0906, 0.0781, 0.0711, 0.0658]
}



3.
{
  "formula": "C17H23N5O4",
  "method": "ωB97M-V with the def2-TZVPD basis set",
  "orbital_gap_ev": 8.94,
  "lumo_ev": -0.14,
  "charge": 0,
  "smiles": "CCOC(=O)N1CCN(Cc2nc3cc([N+](=O)[O-])ccc3n2CC)CC1",
  "elements": ["C", "C", "O", "C", "O", "N", "C", "C", "N", "C", "C", "N", "C", "C", "C", "N", "O", "O", "C", "C", "C", "N", "C", "C", "C", "C", "H", "H", "H", "H", "H", "H", "H", "H", "H", "H", "H", "H", "H", "H", "H", "H", "H", "H", "H", "H", "H", "H", "H"],
  "coordinates": [[7.33502, 0.84553, 0.33045], [6.27571, 1.17978, 1.37094], [5.04844, 0.49990, 1.11196], [4.24668, 1.07118, 0.18342], [4.47709, 2.12022, -0.37032], [3.15164, 0.31405, -0.05224], [2.86474, -0.90091, 0.68226], [1.76369, -1.66222, -0.05420], [0.51860, -0.91262, -0.16409], [-0.42983, -1.19800, 0.90259], [-1.74283, -0.54676, 0.63506], [-2.32615, 0.26922, 1.46309], [-3.50118, 0.63452, 0.86315], [-4.50934, 1.47748, 1.29948], [-5.59267, 1.64791, 0.45078], [-6.66637, 2.50911, 0.86137], [-6.57299, 3.05760, 1.94001], [-7.60952, 2.64095, 0.10683], [-5.68707, 1.01237, -0.79612], [-4.69054, 0.17372, -1.23773], [-3.59773, -0.01288, -0.39904], [-2.45750, -0.75450, -0.51713], [-2.11424, -1.62614, -1.61234], [-2.78605, -2.98959, -1.46647], [0.74754, 0.52754, -0.29155], [2.10400, 0.81300, -0.91899], [7.01545, 1.20182, -0.64568], [8.27041, 1.33072, 0.59388], [7.49232, -0.22962, 0.28267], [6.57746, 0.84203, 2.36474], [6.08895, 2.25835, 1.38342], [3.77181, -1.50653, 0.74516], [2.54474, -0.66495, 1.70600], [1.56958, -2.60819, 0.45335], [2.11095, -1.89063, -1.06760], [-0.57190, -2.28269, 0.95150], [-0.09241, -0.84334, 1.88934], [-4.46419, 1.98051, 2.25138], [-6.56323, 1.19824, -1.39751], [-4.76187, -0.31684, -2.19586], [-2.43629, -1.14883, -2.54218], [-1.02711, -1.72960, -1.62461], [-3.86811, -2.88262, -1.43882], [-2.46632, -3.47612, -0.54814], [-2.51948, -3.62420, -2.30683], [0.69754, 1.02197, 0.69030], [-0.04379, 0.94970, -0.91870], [2.16959, 0.34305, -1.90738], [2.25677, 1.88732, -1.03963]],
  "atomic_forces_ev_per_a": [[-0.397, -0.005, 0.167], [0.430, 0.338, -0.043], [-0.288, -0.156, -0.091], [0.011, -0.136, 0.037], [0.229, 0.365, -0.088], [-0.051, -0.152, 0.046], [-0.008, -0.339, 0.202], [0.257, -0.004, -0.041], [0.009, 0.009, 0.164], [0.173, -0.120, -0.080], [-0.088, 0.102, 0.177], [0.427, 0.044, 0.530], [-0.235, -0.384, -0.866], [-0.222, 0.079, -0.110], [0.989, -0.748, -0.303], [-0.486, 0.391, 0.187], [-0.021, 0.143, 0.232], [-0.218, 0.065, -0.114], [-0.182, 0.155, 0.084], [0.102, -0.079, -0.043], [-0.284, 0.500, 0.557], [0.105, 0.234, 0.151], [-0.058, -0.551, -0.316], [0.074, 0.224, -0.079], [0.000, 0.170, -0.195], [-0.153, 0.221, -0.121], [0.032, 0.031, -0.073], [0.132, 0.042, 0.010], [0.068, -0.085, 0.000], [-0.061, 0.071, -0.103], [0.029, -0.184, 0.092], [-0.154, -0.003, 0.051], [0.043, -0.092, -0.025], [0.021, 0.012, -0.046], [0.087, -0.106, 0.120], [0.033, 0.028, 0.057], [-0.082, -0.055, -0.069], [0.004, 0.029, 0.059], [-0.002, -0.009, -0.020], [-0.050, -0.041, -0.108], [0.108, 0.016, 0.065], [-0.179, 0.117, -0.078], [-0.099, -0.041, 0.009], [0.022, -0.071, 0.085], [0.001, -0.113, -0.081], [0.001, 0.023, -0.036], [0.055, 0.122, 0.080], [-0.038, 0.102, 0.009], [-0.087, -0.160, -0.043]],
  "lowdin_charge": [-0.0623, -0.2188, -0.0102, -0.5447, 0.0930, -0.0337, -0.1185, -0.1553, -0.1792, -0.1172, -0.2856, 0.1808, -0.2021, 0.0868, -0.1571, -0.3687, 0.0750, 0.0708, -0.0022, 0.0035, -0.1491, 0.0227, -0.1784, -0.0577, -0.1485, -0.1146, 0.0746, 0.0767, 0.0762, 0.1223, 0.1211, 0.1289, 0.1312, 0.1226, 0.1237, 0.1273, 0.1326, 0.1276, 0.1162, 0.1111, 0.1250, 0.1097, 0.0731, 0.0727, 0.0756, 0.1350, 0.1270, 0.1319, 0.1293]
}



4.
{
  "formula": "C17H23N6O6PSTa",
  "method": "ωB97M-V with the def2-TZVPD basis set",
  "s2": 0.768,
  "orbital_gap_ev": [5.73, 5.38],
  "lumo_ev": [-7.62, -7.95],
  "spin_multiplicity": 2,
  "charge": 2,
  "elements": ["Ta", "O", "S", "O", "O", "O", "C", "N", "C", "N", "C", "N", "C", "P", "C", "C", "H", "H", "H", "H", "H", "H", "H", "H", "H", "H", "H", "H", "N", "C", "O", "C", "C", "C", "N", "C", "C", "H", "H", "H", "H", "H", "H", "O", "N", "C", "C", "C", "C", "C", "H", "H", "H", "H", "H"],
  "coordinates": [[0.96514, -0.81359, -1.59383], [4.41067, -1.72622, -0.98898], [3.16770, -1.52158, -0.36427], [2.00190, -2.37699, -1.02978], [2.53315, -0.10758, -0.79743], [3.06082, -1.62996, 1.04429], [-1.18372, -0.83674, 4.18406], [-1.60205, -0.03967, 3.03773], [-0.95715, 1.26751, 3.07484], [0.49137, 1.12426, 3.10460], [0.89010, 0.34830, 4.27231], [0.27192, -0.97684, 4.24132], [0.80505, -1.85019, 3.23848], [0.42159, -1.17572, 1.50215], [-1.40697, -0.73025, 1.78267], [1.01900, 0.58289, 1.87451], [-1.64014, -1.82562, 4.12876], [-1.52102, -0.34388, 5.09533], [-1.28679, 1.79684, 3.96795], [-1.24231, 1.83894, 2.18839], [0.55146, 0.86543, 5.16927], [1.97532, 0.25193, 4.29969], [0.37238, -2.84572, 3.33823], [1.88914, -1.92916, 3.31394], [-1.97400, -1.66506, 1.78817], [-1.75426, -0.11381, 0.94827], [0.73116, 1.22720, 1.04296], [2.10804, 0.55297, 1.92859], [0.98299, 6.54216, -1.45998], [0.63170, 5.73689, -2.48327], [0.28105, 6.10169, -3.57915], [0.65669, 4.25072, -2.19638], [1.36406, 3.41480, -3.05372], [1.28791, 2.05615, -2.86966], [0.51972, 1.49594, -1.91048], [-0.16984, 2.30444, -1.09090], [-0.12028, 3.67736, -1.19585], [0.99085, 7.53732, -1.62452], [1.36683, 6.19610, -0.59875], [1.95354, 3.82484, -3.86230], [1.84679, 1.38090, -3.50995], [-0.79603, 1.82668, -0.34861], [-0.70033, 4.29151, -0.52031], [-0.50783, -1.82920, -2.28646], [-1.23659, -2.93413, -2.54404], [-1.69411, -3.12193, -3.79177], [-2.43737, -4.24393, -4.06990], [-2.70791, -5.15478, -3.05588], [-2.19981, -4.92963, -1.78061], [-1.45824, -3.79987, -1.53982], [-1.45473, -2.36604, -4.52487], [-2.79775, -4.39528, -5.07706], [-3.30801, -6.03147, -3.25874], [-2.37135, -5.62872, -0.97514], [-1.01946, -3.55022, -0.58409]],
  "atomic_forces_ev_per_a": [[-2.032, 1.427, 0.439], [-0.271, 0.060, -0.455], [1.511, -0.626, 0.776], [0.431, 0.575, -0.345], [0.923, -0.180, 0.171], [-0.071, -0.024, 0.296], [0.234, 0.035, -0.167], [-0.831, 0.193, 0.021], [0.258, -0.570, -0.086], [0.211, 0.723, 0.092], [-0.183, -0.232, -0.334], [0.014, -0.070, 0.267], [0.079, -0.378, -0.188], [-0.954, 1.406, -0.160], [0.671, -0.557, 0.064], [0.222, -0.390, -0.046], [-0.023, 0.006, 0.028], [0.005, 0.006, 0.007], [0.013, 0.029, -0.005], [-0.076, 0.042, 0.047], [0.030, 0.006, 0.016], [0.001, -0.019, 0.017], [0.020, -0.021, -0.034], [-0.001, -0.009, -0.002], [-0.164, 0.102, -0.039], [-0.072, -0.012, 0.016], [0.102, 0.047, 0.049], [0.008, 0.052, -0.075], [-0.086, 0.020, -0.051], [0.101, 0.131, 0.172], [0.034, -0.101, -0.044], [-0.111, -0.093, -0.073], [0.026, 0.042, -0.094], [-0.028, -0.052, -0.008], [0.403, -1.209, -0.053], [-0.236, -0.072, 0.002], [0.052, 0.050, 0.005], [0.004, 0.005, 0.010], [0.018, -0.020, -0.008], [-0.004, 0.004, 0.006], [0.035, 0.022, -0.009], [0.006, 0.009, -0.012], [-0.021, -0.023, 0.002], [-0.241, -0.356, -0.205], [-0.089, -0.120, -0.039], [-0.023, 0.090, -0.173], [-0.056, -0.087, 0.065], [0.048, 0.053, 0.004], [-0.084, -0.069, -0.118], [0.088, 0.013, 0.167], [0.070, 0.054, 0.082], [-0.017, 0.024, 0.002], [0.034, -0.022, 0.003], [-0.005, 0.026, 0.024], [0.026, 0.059, -0.030]],
  "lowdin_charge": [1.7504, -0.1706, 0.4039, -0.4726, -0.4638, -0.2834, -0.1539, -0.1557, -0.1646, -0.1456, -0.1443, -0.1363, -0.2754, 1.0297, -0.3265, -0.3176, 0.1347, 0.1401, 0.1393, 0.1215, 0.1399, 0.1410, 0.0999, 0.0944, 0.0836, 0.0723, 0.0477, 0.0922, 0.2043, -0.5074, 0.1236, -0.0795, 0.0480, -0.1051, -0.0923, -0.1155, 0.0405, 0.1337, 0.1171, 0.1462, 0.1189, 0.0978, 0.1386, -0.3051, -0.1160, 0.0435, 0.0225, 0.0275, 0.0222, 0.0366, 0.1588, 0.1400, 0.1402, 0.1390, 0.1412]
}



| no. | electronic energy (eV) |
| --- | --- |
| 1 | -34753.8455 |
| 2 | -52380.9443 |
| 3 | -33641.2680 |
| 4 | -60886.9857 |